(1)
Below is a molecular structure, C16H48AsCdF6NO11 in a non-equilibrium geometry, with properties calculated with wB97M-V/def2-TZVPD.

```
! RIJCOSX wB97M-V def2-TZVPD def2/J DEFGRID3
* xyz 0 1
Cd 8.58 13.13 14.39
As 10.49 10.56 12.90
F 11.75 9.46 13.01
F 10.52 11.06 14.58
F 9.12 11.77 12.84
F 10.07 10.15 11.33
F 9.34 9.39 13.32
F 11.56 11.81 12.51
N 9.04 13.67 17.02
O 8.87 14.40 15.94
O 9.14 12.44 16.94
O 8.92 14.29 18.03
C 12.08 6.50 10.14
C 13.10 7.64 9.95
O 12.44 8.84 10.36
H 11.18 6.81 9.51
H 11.87 6.22 11.14
H 12.52 5.56 9.76
H 13.36 7.67 8.87
H 14.01 7.44 10.52
H 12.26 8.79 11.31
C 15.36 11.46 12.64
C 14.60 11.71 13.91
O 15.42 12.46 14.80
H 14.83 10.86 11.86
H 16.30 10.97 12.82
H 15.54 12.44 12.18
H 14.38 10.72 14.39
H 13.68 12.22 13.76
H 14.95 12.68 15.59
C 7.70 13.46 10.24
C 6.73 13.48 11.41
O 7.52 14.05 12.52
H 8.27 14.38 10.09
H 7.19 13.20 9.32
H 8.42 12.62 10.37
H 6.41 12.45 11.77
H 5.85 14.18 11.25
H 7.94 14.86 12.20
C 12.34 15.50 13.57
C 11.19 15.03 12.73
O 9.99 15.19 13.49
H 12.13 16.41 14.15
H 13.22 15.68 12.96
H 12.71 14.76 14.24
H 11.25 13.97 12.50
H 11.14 15.60 11.80
H 10.04 15.89 14.13
C 7.44 7.76 10.63
C 7.06 8.98 9.82
O 7.16 10.01 10.84
H 8.44 7.70 10.96
H 7.37 6.88 9.99
H 6.68 7.58 11.37
H 6.01 8.90 9.53
H 7.69 9.18 8.94
H 8.12 10.03 10.99
C 9.22 11.33 7.22
C 10.43 11.02 8.06
O 10.42 9.72 8.60
H 8.34 11.20 7.86
H 9.07 10.68 6.36
H 9.26 12.32 6.84
H 10.44 11.82 8.85
H 11.35 11.07 7.40
H 11.26 9.62 9.14
C 9.43 7.17 15.50
C 9.48 6.35 14.18
O 8.24 6.41 13.55
H 8.65 6.67 16.12
H 9.19 8.21 15.27
H 10.36 7.17 16.01
H 9.62 5.32 14.45
H 10.27 6.64 13.47
H 8.07 7.32 13.27
C 6.53 10.02 15.71
C 5.98 11.30 15.04
O 6.87 11.54 13.92
H 5.87 9.58 16.47
H 7.49 10.28 16.20
H 6.62 9.21 14.98
H 6.12 12.23 15.68
H 4.92 11.20 14.77
H 6.85 10.78 13.33
*
```

Calculated values
E_tot = -123089.093 eV
Kohn-Sham gap = 0.3545 Eh

***

(2)
Below is a molecular structure, C3H4O2 in a non-equilibrium geometry, with properties calculated with wB97M-V/def2-TZVPD.

```
! RIJCOSX wB97M-V def2-TZVPD def2/J DEFGRID3
* xyz 0 1
C 1.01 0.54 0.10
C -0.23 -0.36 0.08
C -1.50 0.26 -0.12
H 1.74 -1.30 0.42
H -0.14 -1.39 0.28
H -2.28 -0.50 -0.22
H -1.78 1.38 -0.34
O 2.20 -0.32 -0.24
O 0.98 1.71 0.03
*
```

Calculated values
E_tot = -7267.835 eV
energy above the lowest of the compared OMol25 structures with the same formula, charge and spin = 65.7 kcal per mole
Kohn-Sham gap = 0.3870 Eh

***

(3)
Below is 2 unconnected molecules or ions with the total composition C3H4N4O2 in a non-equilibrium geometry, with properties calculated with wB97M-V/def2-TZVPD.

```
! RIJCOSX wB97M-V def2-TZVPD def2/J DEFGRID3
* xyz 2 3
C -0.10 0.15 0.42
C 0.30 -1.09 0.83
C -0.70 2.27 1.56
N -0.60 -0.07 -3.35
N -0.31 1.08 1.60
N 0.02 -0.42 -2.53
N 1.20 -2.02 0.93
O -0.51 0.50 -0.67
O -1.03 3.32 1.28
H -1.25 0.26 -4.16
H 0.19 0.82 2.47
H 2.09 -1.84 0.59
H 0.73 -2.94 1.03
*
```

Calculated values
<S²> = 2.0139
E_tot = -13206.128 eV
energy above the lowest of the compared OMol25 structures with the same formula, charge and spin = 26.4 kcal per mole
Kohn-Sham gap (spin up / spin down) = 0.2284 / 0.3639 Eh

***

(4)
Below is 4 unconnected molecules or ions with the total composition C17H44O19P4 in a non-equilibrium geometry, with properties calculated with wB97M-V/def2-TZVPD.

```
! RIJCOSX wB97M-V def2-TZVPD def2/J DEFGRID3
* xyz 0 1
C 2.94 -1.63 3.86
C 1.76 -1.09 2.83
C 1.69 -1.99 1.44
C 0.12 -2.43 1.25
O -0.28 -2.70 -0.14
C 0.60 -3.67 -0.81
O 1.24 -4.70 -0.24
O 0.78 -3.53 -2.29
C 1.82 -2.55 -2.61
C 1.45 -1.91 -4.11
O 0.87 -0.56 -3.98
C 1.83 0.46 -4.46
P 3.60 -3.34 -2.58
O 4.32 -3.17 -1.16
O 3.33 -5.06 -2.92
O 4.65 -2.72 -3.82
H 2.81 -2.78 4.09
H 3.99 -1.43 3.35
H 2.84 -1.06 4.90
H 0.74 -1.16 3.41
H 1.90 0.05 2.53
H 2.15 -1.45 0.51
H 2.29 -2.99 1.68
H -0.09 -3.31 2.00
H -0.53 -1.50 1.61
H 1.83 -1.64 -1.84
H 2.37 -1.96 -4.85
H 0.60 -2.58 -4.61
H 2.41 0.14 -5.45
H 1.18 1.41 -4.75
H 2.58 0.66 -3.57
H 2.58 -5.02 -3.61
H 5.23 -1.97 -3.49
C -1.45 1.76 -2.48
O -1.84 2.80 -3.35
P -1.69 4.45 -2.84
O -0.64 4.08 -1.78
O -3.20 4.37 -2.16
C -4.25 3.84 -2.94
O -1.54 6.09 -2.32
C -0.67 6.85 -3.14
H -1.76 0.80 -2.93
H -0.37 1.73 -2.37
H -1.94 1.85 -1.51
H -4.40 2.79 -2.65
H -4.03 3.88 -4.01
H -5.17 4.39 -2.74
H -1.05 6.87 -4.17
H 0.33 6.41 -3.13
H -0.62 7.87 -2.76
C -4.43 -0.55 -6.06
O -5.83 -0.71 -6.05
P -6.76 -0.10 -4.72
O -5.66 0.88 -4.32
O -6.54 -1.53 -3.92
C -6.78 -2.74 -4.63
O -7.69 0.50 -3.39
C -8.63 1.48 -3.78
H -4.02 -1.11 -6.90
H -4.16 0.50 -6.21
H -3.98 -0.93 -5.13
H -5.82 -3.13 -4.97
H -7.44 -2.58 -5.49
H -7.24 -3.47 -3.96
H -9.34 1.05 -4.49
H -8.13 2.34 -4.23
H -9.18 1.81 -2.89
C 4.27 -2.11 9.77
O 4.63 -0.81 10.20
P 4.39 0.54 9.15
O 3.34 -0.21 8.32
O 5.88 0.30 8.50
C 6.98 0.11 9.38
O 4.15 1.90 8.11
C 3.26 2.86 8.64
H 4.63 -2.83 10.51
H 3.19 -2.22 9.70
H 4.74 -2.35 8.80
H 7.17 -0.97 9.46
H 6.77 0.51 10.38
H 7.87 0.59 8.97
H 3.66 3.25 9.58
H 2.28 2.41 8.82
H 3.15 3.68 7.93
*
```

Calculated values
E_tot = -94385.983 eV
structure (SMILES) = CCCCOC(=O)O[C@H](COC)P(=O)(O)O.COP(=O)(OC)OC.COP(=O)(OC)OC.COP(=O)(OC)OC
Kohn-Sham gap = 0.2274 Eh

***

Please write out number 1 again, unchanged.
Below is a molecular structure, C16H48AsCdF6NO11 in a non-equilibrium geometry, with properties calculated with wB97M-V/def2-TZVPD.

```
! RIJCOSX wB97M-V def2-TZVPD def2/J DEFGRID3
* xyz 0 1
Cd 8.58 13.13 14.39
As 10.49 10.56 12.90
F 11.75 9.46 13.01
F 10.52 11.06 14.58
F 9.12 11.77 12.84
F 10.07 10.15 11.33
F 9.34 9.39 13.32
F 11.56 11.81 12.51
N 9.04 13.67 17.02
O 8.87 14.40 15.94
O 9.14 12.44 16.94
O 8.92 14.29 18.03
C 12.08 6.50 10.14
C 13.10 7.64 9.95
O 12.44 8.84 10.36
H 11.18 6.81 9.51
H 11.87 6.22 11.14
H 12.52 5.56 9.76
H 13.36 7.67 8.87
H 14.01 7.44 10.52
H 12.26 8.79 11.31
C 15.36 11.46 12.64
C 14.60 11.71 13.91
O 15.42 12.46 14.80
H 14.83 10.86 11.86
H 16.30 10.97 12.82
H 15.54 12.44 12.18
H 14.38 10.72 14.39
H 13.68 12.22 13.76
H 14.95 12.68 15.59
C 7.70 13.46 10.24
C 6.73 13.48 11.41
O 7.52 14.05 12.52
H 8.27 14.38 10.09
H 7.19 13.20 9.32
H 8.42 12.62 10.37
H 6.41 12.45 11.77
H 5.85 14.18 11.25
H 7.94 14.86 12.20
C 12.34 15.50 13.57
C 11.19 15.03 12.73
O 9.99 15.19 13.49
H 12.13 16.41 14.15
H 13.22 15.68 12.96
H 12.71 14.76 14.24
H 11.25 13.97 12.50
H 11.14 15.60 11.80
H 10.04 15.89 14.13
C 7.44 7.76 10.63
C 7.06 8.98 9.82
O 7.16 10.01 10.84
H 8.44 7.70 10.96
H 7.37 6.88 9.99
H 6.68 7.58 11.37
H 6.01 8.90 9.53
H 7.69 9.18 8.94
H 8.12 10.03 10.99
C 9.22 11.33 7.22
C 10.43 11.02 8.06
O 10.42 9.72 8.60
H 8.34 11.20 7.86
H 9.07 10.68 6.36
H 9.26 12.32 6.84
H 10.44 11.82 8.85
H 11.35 11.07 7.40
H 11.26 9.62 9.14
C 9.43 7.17 15.50
C 9.48 6.35 14.18
O 8.24 6.41 13.55
H 8.65 6.67 16.12
H 9.19 8.21 15.27
H 10.36 7.17 16.01
H 9.62 5.32 14.45
H 10.27 6.64 13.47
H 8.07 7.32 13.27
C 6.53 10.02 15.71
C 5.98 11.30 15.04
O 6.87 11.54 13.92
H 5.87 9.58 16.47
H 7.49 10.28 16.20
H 6.62 9.21 14.98
H 6.12 12.23 15.68
H 4.92 11.20 14.77
H 6.85 10.78 13.33
*
```

Calculated values
E_tot = -123089.093 eV
Kohn-Sham gap = 0.3545 Eh

***

Q: What is the E_tot in the first record?
A: -123089.093 eV

***

Q: What is the E_tot in the second record?
A: -7267.835 eV

***

Repeat the third record exactly.
Below is 2 unconnected molecules or ions with the total composition C3H4N4O2 in a non-equilibrium geometry, with properties calculated with wB97M-V/def2-TZVPD.

```
! RIJCOSX wB97M-V def2-TZVPD def2/J DEFGRID3
* xyz 2 3
C -0.10 0.15 0.42
C 0.30 -1.09 0.83
C -0.70 2.27 1.56
N -0.60 -0.07 -3.35
N -0.31 1.08 1.60
N 0.02 -0.42 -2.53
N 1.20 -2.02 0.93
O -0.51 0.50 -0.67
O -1.03 3.32 1.28
H -1.25 0.26 -4.16
H 0.19 0.82 2.47
H 2.09 -1.84 0.59
H 0.73 -2.94 1.03
*
```

Calculated values
<S²> = 2.0139
E_tot = -13206.128 eV
energy above the lowest of the compared OMol25 structures with the same formula, charge and spin = 26.4 kcal per mole
Kohn-Sham gap (spin up / spin down) = 0.2284 / 0.3639 Eh